22
Properties=species:S:1:pos:R:3:forces:R:3:nbo_charge:R:1 method="wB97M-V/def2-TZVPD" homo_lumo_gap_ev=9.2 smiles=CC(C)N(C)C.O
O 3.47738 0.38319 3.02608 -0.1 0.5 -0.2 -0.927
N 0.13492 -0.19890 -0.79474 -0.5 -0.1 0.2 -0.441
C -2.05417 1.05774 -0.64394 -0.6 0.2 0.8 -0.640
C -1.30521 -0.15474 -1.19044 0.4 0.4 0.1 -0.043
C -2.02210 -1.42682 -0.75740 0.0 0.0 -0.7 -0.620
C 0.44300 -0.85994 0.47227 0.1 0.7 -0.5 -0.416
C 0.73104 1.11727 -0.89726 0.6 -0.4 0.5 -0.413
H 2.90628 0.41299 2.25517 -0.1 0.3 -0.1 0.464
H 1.79583 1.06427 -0.64607 0.0 -0.2 -0.4 0.192
H 1.51909 -0.74328 0.60527 0.1 -0.3 0.0 0.185
H -0.01861 -0.40649 1.35895 -0.2 0.0 0.1 0.162
H 0.34764 1.84653 -0.17319 -0.3 0.1 -0.2 0.166
H 0.62053 1.45903 -1.92159 0.0 0.4 0.0 0.202
H -3.04595 -1.49262 -1.12722 0.0 0.4 0.0 0.217
H -2.02053 1.07717 0.45231 0.2 0.0 0.0 0.200
H -3.12264 1.01625 -0.86291 0.0 -0.2 -0.3 0.215
H 3.55588 -0.54908 3.17785 0.2 -0.8 0.3 0.464
H -1.27430 -0.03923 -2.27716 -0.2 -0.3 -0.1 0.189
H -2.05075 -1.46460 0.32616 0.0 -0.2 0.1 0.207
H 0.18106 -1.90749 0.39909 0.1 -0.2 0.2 0.207
H -1.53936 -2.30097 -1.18252 0.3 -0.2 0.2 0.216
H -1.73008 2.03874 -0.98515 0.3 -0.1 -0.2 0.214

---

22
Properties=species:S:1:pos:R:3:forces:R:3:nbo_charge:R:1 method="wB97M-V/def2-TZVPD" total_charge=+1 homo_lumo_gap_ev="11.5 / 5.6" s2=0.76 spin_multiplicity=2
O -1.73076 -1.90443 -1.92858 -0.1 0.5 2.0 -0.883
N -2.35247 -0.21785 1.43454 4.0 -0.6 -1.6 -0.377
C 0.81454 0.97376 0.08276 1.0 -0.8 -1.1 -0.403
C 0.17847 0.48177 1.37038 0.0 -0.8 0.7 -0.371
C -1.33154 0.87744 1.25172 -2.6 -0.2 0.7 -0.249
C 2.03323 0.04290 -0.21136 0.6 -1.0 1.5 -0.373
C 2.73199 0.30584 -1.53930 0.9 0.1 0.7 -0.615
H 3.20471 1.30613 -1.51888 -0.1 -0.5 0.0 0.222
H 2.75689 0.05323 0.63519 -0.1 0.8 -0.5 0.220
H 2.10809 0.27601 -2.41691 -0.5 -0.2 -0.2 0.221
H 0.65441 0.91504 2.26732 -0.4 -0.1 -0.4 0.263
H -1.57551 1.66300 1.98365 0.4 0.1 0.1 0.298
H 1.09984 2.03384 0.10417 -0.2 -0.3 0.1 0.246
H 0.24039 0.78213 -0.83682 -0.5 0.4 0.4 0.231
H -1.19943 -1.78150 -1.11159 0.4 -0.3 -1.1 0.437
H -2.47130 -0.61335 0.50144 -1.6 0.6 -0.4 0.375
H -1.63504 1.26316 0.29203 0.3 0.5 -0.3 0.246
H 3.51909 -0.47095 -1.62785 -0.3 0.6 -0.2 0.244
H 0.26617 -0.62168 1.48383 0.0 0.7 -0.3 0.223
H 1.74476 -1.02543 -0.04652 -0.4 0.6 -0.9 0.201
H -2.59094 -1.92898 -1.47449 -0.3 -0.3 -1.0 0.455
H -1.95383 -1.07127 1.84169 -0.4 0.4 1.6 0.390

---

23
Properties=species:S:1:pos:R:3:forces:R:3:nbo_charge:R:1 method="wB97M-V/def2-TZVPD" homo_lumo_gap_ev=9.0 smiles="CC/C(C)=C/N.O.O"
O 1.77061 -0.84224 1.68450 2.3 -1.7 -1.7 -0.928
O 5.66600 -3.20765 0.21380 1.2 -4.3 1.4 -0.906
N 0.47167 2.42671 0.91800 2.1 -4.9 4.2 -0.822
C -1.16667 0.87546 -0.12676 4.0 1.7 -0.6 0.004
C -2.93752 -0.67395 -1.21568 0.2 -2.6 2.1 -0.617
C -0.61031 1.22473 -1.52156 -1.8 -1.3 1.1 -0.653
C -2.40214 0.08392 0.01975 -0.2 -0.6 1.5 -0.449
C -0.37416 1.32213 0.88736 -3.8 -1.2 0.7 -0.062
H -3.04690 -1.79179 -0.96173 0.0 1.6 -0.1 0.207
H 0.33815 3.09565 0.31534 -0.6 4.1 -4.2 0.362
H -2.19263 -0.68036 0.84621 -0.5 1.1 -0.8 0.224
H -0.15309 2.16075 -1.57966 1.6 1.1 0.3 0.209
H -0.72276 0.96018 1.88396 0.6 0.3 -0.3 0.152
H -0.03144 0.37054 -1.89966 -0.1 0.5 -0.2 0.224
H 6.42998 -3.53664 0.76999 -0.1 2.1 -0.4 0.453
H -2.37021 -0.74395 -2.09928 1.1 0.6 -0.9 0.216
H 5.44836 -4.20996 0.22461 -1.1 2.2 -1.1 0.453
H 1.72789 -0.00289 1.27847 -0.4 1.2 -0.4 0.465
H -3.12178 0.85675 0.44013 0.2 -1.3 -0.6 0.226
H 1.43659 2.13862 1.07110 -0.2 0.8 -0.1 0.359
H -3.90451 -0.37798 -1.47132 -1.6 0.7 -0.5 0.211
H 1.21853 -0.88519 2.41190 -1.8 0.3 2.1 0.467
H -1.47367 1.43715 -2.08945 -1.0 -0.4 -1.5 0.205

---

23
Properties=species:S:1:pos:R:3:forces:R:3:nbo_charge:R:1 method="wB97M-V/def2-TZVPD" homo_lumo_gap_ev=3.0
O 2.99231 -0.67316 1.23636 -0.1 0.1 0.1 -1.134
O 3.54418 -0.12589 -1.12955 -0.2 0.1 0.7 -1.059
N 0.80609 -1.06114 -0.49743 -0.4 0.2 -0.7 -0.696
C -3.13533 0.30460 -0.03247 -0.2 1.2 -0.2 -0.336
C -3.11630 0.79662 -1.33361 -0.1 -1.8 0.3 -0.111
C -2.71425 -0.82467 0.61634 -0.9 -0.4 1.2 -0.138
C 0.58926 0.89705 0.90281 -0.1 0.6 0.3 -0.639
C 0.44909 0.33089 -0.54383 -0.2 -0.8 0.5 -0.233
H -3.06288 0.08957 -2.15466 0.5 0.4 -0.3 0.213
H -3.01427 -0.85267 1.66415 0.1 0.2 -0.1 0.206
H 3.47310 -0.27518 -0.08067 -0.3 -0.2 -0.6 0.494
H 0.16608 -1.70639 -0.04266 0.6 0.4 0.3 0.348
H -3.62547 1.05044 0.58757 0.4 -0.2 0.6 0.224
H 0.62621 0.05703 1.59736 -0.3 0.0 0.0 0.239
H 1.80561 -1.16925 -0.28102 -0.1 -0.5 0.1 0.455
H -2.26419 -1.78709 0.41030 0.4 0.4 -1.2 0.222
H 4.44659 0.15561 -1.23313 0.5 0.2 -0.3 0.451
H -0.59509 0.44800 -0.88419 -0.1 0.0 0.0 0.159
H -3.47345 1.80500 -1.47820 0.2 0.0 -0.3 0.216
H 3.66175 -1.20018 1.68206 0.0 -0.2 -0.1 0.436
H -0.17501 1.61420 1.22225 -0.2 -0.1 -0.3 0.181
H 1.54635 1.37583 1.10514 0.1 -0.1 -0.5 0.263
H 1.06962 0.75078 -1.33293 0.3 0.5 0.5 0.241

---

23
Properties=species:S:1:pos:R:3:forces:R:3:nbo_charge:R:1 method="wB97M-V/def2-TZVPD" homo_lumo_gap_ev=8.4 smiles="C=C(CC)NC.O.O"
O 2.90135 -0.93430 0.84909 0.3 0.2 -1.2 -0.941
O -0.17667 -2.13286 2.07976 0.3 0.0 -0.1 -0.939
N -0.24771 0.04850 -2.06573 0.0 0.2 0.7 -0.619
C 1.21576 0.21235 -2.02348 -0.7 -0.3 -0.1 -0.423
C -0.98372 1.35494 1.50030 0.0 1.3 -0.2 -0.616
C -0.28710 1.07750 0.16842 1.2 -0.6 1.0 -0.458
C -2.30550 0.00710 -0.85145 -0.4 -0.8 1.2 -0.546
C -0.99901 0.28626 -0.89129 0.2 0.5 -0.9 0.204
H -0.60760 -0.76807 -2.53507 0.4 0.1 -0.2 0.377
H -0.30959 1.75230 2.26442 0.5 0.1 -0.4 0.211
H 1.63697 -0.11026 -2.97276 0.0 -0.3 0.0 0.208
H 3.01946 -1.81867 1.16710 0.1 -0.7 0.4 0.474
H -1.68283 2.18372 1.33903 -0.6 -0.6 0.4 0.213
H 0.64716 0.61055 0.48630 0.0 -0.8 -0.4 0.200
H -2.82073 0.06160 0.10826 0.1 0.4 -0.3 0.201
H 1.45186 1.27169 -1.96308 0.1 0.1 0.2 0.193
H 0.51911 -2.05764 1.41790 0.1 0.0 0.0 0.464
H -2.87188 -0.50952 -1.61953 0.4 0.1 -0.2 0.199
H -0.96234 -2.14948 1.53096 -0.4 0.0 0.0 0.475
H 0.17072 1.94176 -0.31570 -0.7 0.6 0.1 0.223
H 1.65153 -0.33945 -1.18126 0.3 0.2 -0.4 0.202
H -1.35335 0.47378 2.01872 -0.6 -0.1 -0.5 0.224
H 2.39414 -0.46181 1.48909 -0.5 0.4 0.9 0.474

---

23
Properties=species:S:1:pos:R:3:forces:R:3:nbo_charge:R:1 method="wB97M-V/def2-TZVPD" homo_lumo_gap_ev=8.9 smiles="CC/C(C)=C/N.O.O"
O -0.41640 2.01441 -2.27577 -1.9 1.1 -1.0 -0.980
O 2.29610 0.82013 -2.25174 -0.6 0.9 -0.1 -0.951
N -0.94614 2.12130 1.36482 0.4 -1.0 0.6 -0.850
C 0.19593 -1.18997 -0.23306 -0.7 0.1 0.4 -0.424
C -0.58013 -0.14681 0.54801 0.4 -0.1 0.5 -0.028
C -0.17673 1.11773 0.68491 0.0 0.1 -0.7 -0.051
C 0.84028 -2.27528 0.63832 -0.7 -0.2 -0.1 -0.606
C -1.75027 -0.70351 1.29986 0.1 -0.6 1.0 -0.660
H 0.90469 -0.75674 -0.92372 0.1 0.3 -0.1 0.220
H -2.41616 -1.34449 0.71063 -0.1 0.5 -0.2 0.215
H 1.49552 -2.91446 0.05629 0.2 0.0 -0.1 0.207
H -2.28189 0.03129 1.90417 -0.3 0.1 -0.5 0.227
H -1.37943 -1.40203 2.08052 0.1 0.2 -0.4 0.213
H 0.40028 1.65006 -1.98264 0.4 -0.7 1.2 0.487
H 0.78827 1.39858 0.26688 -0.2 0.1 -0.2 0.186
H 0.02551 -2.91364 0.97664 0.1 -0.2 0.3 0.201
H -0.62408 3.07157 1.25709 0.3 -0.1 -0.2 0.373
H 1.35623 -1.90405 1.52242 0.1 0.2 -0.1 0.206
H 2.88381 0.09484 -2.39720 0.6 -0.7 -0.1 0.479
H 2.02192 1.09738 -3.13540 0.1 0.0 0.0 0.481
H -0.62181 -1.67397 -0.79164 0.6 -0.1 -0.4 0.199
H -0.83959 1.85951 2.34019 -0.5 0.6 0.2 0.364
H -1.17588 1.94814 -1.65960 1.4 -0.4 -0.2 0.492

---

23
Properties=species:S:1:pos:R:3:forces:R:3:nbo_charge:R:1 method="wB97M-V/def2-TZVPD" homo_lumo_gap_ev=9.8 smiles=CC(C)[C@H](N)CO.O
O -1.89481 -1.07909 0.47582 0.6 -0.1 -0.3 -0.765
O -1.98822 0.74264 2.58633 -0.6 -0.7 0.2 -0.956
N 1.03888 -0.35869 1.24851 0.3 -0.2 0.3 -0.841
C 2.29872 -0.01228 -1.29997 0.5 -1.0 -0.1 -0.628
C 1.06216 0.76881 -0.98545 -0.1 0.6 0.0 -0.202
C 0.29965 1.01446 -2.32908 0.8 -0.6 1.4 -0.617
C -0.64782 -0.97975 -0.31232 -1.7 -0.9 0.5 -0.075
C 0.20108 0.15871 0.19037 0.4 0.2 -1.7 -0.081
H 1.30450 0.31417 1.94945 -0.1 0.3 0.0 0.371
H -0.98990 -0.97149 -1.34923 0.4 0.6 0.1 0.190
H 0.94830 1.60225 -2.96625 -0.2 0.7 0.0 0.215
H 0.25908 0.05461 -2.86908 -0.6 0.2 0.3 0.199
H -2.15847 0.04990 3.24916 0.2 0.6 -0.1 0.458
H 2.98264 0.45146 -2.01633 0.0 0.5 0.4 0.208
H -0.38751 1.03195 0.48481 -0.6 -0.4 0.3 0.200
H -0.13965 -1.93910 -0.18982 0.4 0.2 0.0 0.172
H -2.35695 0.31455 1.78938 0.5 0.3 0.1 0.491
H -0.66872 1.45891 -2.09798 -0.1 0.0 -0.6 0.212
H 2.78206 -0.28138 -0.35936 0.4 0.0 -0.3 0.236
H -1.97626 -1.98837 0.77336 -0.1 0.0 0.0 0.472
H 1.36438 1.72497 -0.50859 0.0 -0.1 -0.7 0.191
H 2.05362 -0.93613 -1.83449 -0.2 -0.3 0.3 0.189
H 0.59126 -1.12649 1.72888 -0.1 0.1 0.1 0.360

---

23
Properties=species:S:1:pos:R:3:forces:R:3:nbo_charge:R:1 method="wB97M-V/def2-TZVPD" homo_lumo_gap_ev=10.3 smiles="C/C=C/CNC.O.O"
O -0.38006 -0.27994 2.09525 0.2 -0.1 0.3 -0.982
O 1.72250 -2.19789 2.05129 0.4 0.0 -0.4 -0.980
N -1.87825 -0.05004 -0.36299 0.7 0.1 -0.1 -0.644
C 2.94600 -0.08557 -0.82434 -0.5 0.3 -0.9 -0.639
C 0.46391 -0.01641 -1.15722 -0.6 0.2 0.0 -0.210
C 1.60302 0.58870 -0.89715 0.4 0.0 0.6 -0.152
C -0.87378 0.68522 -1.13710 0.6 -0.1 -0.7 -0.253
C -3.03860 0.74381 -0.06285 -0.8 0.7 0.5 -0.414
H 2.82038 -1.12433 -1.10370 0.1 -0.4 0.4 0.217
H -2.72354 1.69295 0.39974 0.0 -0.3 -0.2 0.194
H 3.35027 0.03889 0.17371 0.3 -0.2 0.1 0.228
H 3.63519 0.31322 -1.57690 0.0 0.3 0.3 0.212
H 1.09748 -1.45528 2.03279 -0.2 -0.1 0.3 0.499
H 0.47746 -1.06085 -1.40068 -0.1 -0.5 -0.2 0.195
H -0.71958 1.68832 -0.73612 -0.2 0.0 0.3 0.193
H 1.53048 1.61553 -0.56300 0.2 0.3 -0.1 0.179
H -2.11833 -0.87695 -0.89118 -0.2 -0.2 0.1 0.368
H -0.14836 0.64096 2.24204 0.0 0.0 -0.1 0.468
H -3.70392 0.99099 -0.90424 0.3 0.0 -0.1 0.174
H -0.82120 -0.31416 1.22709 -0.3 0.1 -0.2 0.500
H 1.61881 -2.64663 2.89135 -0.2 0.1 0.1 0.464
H -1.18855 0.83637 -2.18222 -0.2 0.0 0.1 0.178
H -3.67137 0.27308 0.68647 0.1 -0.3 0.0 0.207

---

23
Properties=species:S:1:pos:R:3:forces:R:3:nbo_charge:R:1 method="wB97M-V/def2-TZVPD" homo_lumo_gap_ev=10.1 smiles=CCC[C@H](N)CO.O
O -0.67355 -2.23818 0.86747 0.9 -1.2 1.0 -0.771
O 2.54256 -2.29217 1.76118 1.9 1.0 -0.4 -0.955
N 1.31938 -0.22680 -0.86457 -1.6 -0.1 0.3 -0.849
C -0.38435 2.20909 0.69104 0.0 3.2 0.1 -0.635
C -0.78741 2.16923 -0.76201 0.0 0.2 -0.4 -0.392
C -0.53886 -1.77568 -0.49572 -0.7 0.9 2.4 -0.068
C -0.10194 -0.31177 -0.36660 0.6 -0.3 -4.3 -0.076
C -1.00117 0.68995 -1.22894 1.2 0.8 3.6 -0.409
H 0.20670 -2.44212 -0.89756 -0.2 0.0 -0.8 0.201
H 2.73681 -3.04894 2.28904 -0.1 -0.8 0.5 0.472
H 1.62782 -2.26049 1.59615 -2.1 -0.2 -0.1 0.482
H 1.95085 -0.82403 -0.35447 0.1 -0.1 0.3 0.371
H -0.01525 2.62743 -1.37975 0.3 -0.1 0.0 0.189
H -1.55889 -1.81006 -0.79887 -0.4 -0.4 -1.7 0.174
H -2.04340 0.46415 -1.14611 -0.6 -0.5 0.0 0.194
H 1.64966 0.71247 -0.80402 0.4 0.6 0.1 0.353
H -0.27862 -0.19019 0.65519 0.2 1.0 1.6 0.191
H 0.64475 1.95491 0.86261 0.2 -1.7 0.1 0.218
H -1.50888 -2.01433 1.28493 0.0 0.2 -0.4 0.471
H -0.68694 0.83511 -2.18745 0.6 -1.1 -3.0 0.218
H -0.21895 3.23567 1.11378 -1.1 -0.2 -0.6 0.211
H -1.20091 1.75666 1.21125 0.2 -0.6 1.1 0.206
H -1.67939 2.78009 -1.04655 0.4 -0.5 0.7 0.205

---

23
Properties=species:S:1:pos:R:3:forces:R:3:nbo_charge:R:1 method="wB97M-V/def2-TZVPD" homo_lumo_gap_ev=9.6 smiles=C[C@@H]1CCCN1.O.O
O -4.80570 -0.48915 -0.35894 0.6 0.3 0.2 -0.933
O 0.70031 -4.79866 1.35424 -0.7 0.5 0.3 -0.932
N 0.38111 1.39791 0.99474 0.7 0.6 -1.0 -0.626
C 1.24519 0.68901 -1.17138 0.7 -1.9 0.8 -0.415
C -1.27367 0.80302 -0.78156 0.6 -0.1 0.4 -0.608
C 2.36561 0.42745 -0.13234 0.2 1.0 0.3 -0.417
C 1.76881 0.88641 1.20625 -0.5 0.3 0.4 -0.225
C 0.10907 1.44326 -0.45497 -0.6 -1.0 -1.3 -0.065
H -1.84023 0.76819 0.14811 -0.3 0.4 -0.2 0.210
H 0.34615 2.35872 1.31777 -0.1 -0.2 0.2 0.361
H 1.61971 1.09873 -2.09795 0.0 0.5 -0.1 0.216
H -0.00178 -4.33425 0.87851 0.1 0.0 0.3 0.468
H -4.28976 0.05608 0.25382 0.0 -0.2 -0.3 0.469
H 3.25808 1.02472 -0.31526 0.0 0.2 -0.2 0.199
H -1.18424 -0.24027 -1.08973 0.1 0.0 -0.1 0.201
H 1.66242 0.09283 1.94155 0.5 -0.1 0.0 0.193
H 0.06649 2.41967 -0.94846 0.2 0.5 0.8 0.179
H 0.94976 -0.33497 -1.41595 -0.6 0.2 -0.3 0.200
H 2.75298 -0.58907 -0.07693 -0.5 -0.2 -0.2 0.211
H -1.75557 1.36624 -1.57592 -0.4 -0.1 0.1 0.206
H 1.19524 -5.20866 0.66074 0.6 -0.5 -0.6 0.464
H -5.66337 -0.52409 0.05500 -0.5 -0.1 0.1 0.465
H 2.39341 1.68688 1.60866 0.0 -0.2 0.3 0.180

---

We obtain strongest force on any atom values of 1.035; 4.373; 6.796; 1.809; 1.652; 2.391; 1.948; 1.195; 4.374; 2.128 eV/A for the records listed above, in that order.